Run P
A structure of composition CH3N4Si. Source: the Open Molecules 2025 dataset; level of theory: ωB97M-V/def2-TZVPD.

```
9
Properties=species:S:1:pos:R:3:mulliken_charge:R:1
C 2.014 -0.237 -0.071 0.2663
N 4.161 -0.704 -0.216 -0.5620
N 2.927 -1.026 -0.398 -0.1540
N 3.189 1.144 0.510 -0.2472
N 4.227 0.559 0.220 -0.1672
Si 0.162 -0.042 -0.020 0.1829
H -0.283 1.249 -0.698 -0.0983
H 0.059 -0.076 1.432 -0.0994
H -0.729 -1.242 -0.198 -0.1211
```

## Properties
Total charge: -1
Molecular weight in g mol⁻¹: 99.15
HOMO energy in Ha: -0.131

***

Run Q
The ion CH3N4Si with charge -1. Source: the Open Molecules 2025 dataset; level of theory: ωB97M-V/def2-TZVPD.

```
9
Properties=species:S:1:pos:R:3:mulliken_charge:R:1
C 0.779 0.342 1.032 0.2014
N -1.261 -1.293 0.501 0.8032
N -1.001 -0.668 -0.451 -0.6357
N 0.849 0.012 2.130 -0.4696
N -1.538 -1.938 1.394 -0.6400
Si 0.384 0.621 -0.783 0.3440
H 1.541 1.668 -0.955 -0.2856
H -0.692 1.581 -1.099 -0.1582
H 0.938 -0.326 -1.769 -0.1596
```

## Properties
Total charge: -1
Molecular weight in g mol⁻¹: 99.15
HOMO energy in Ha: -0.172

***

Run R
A cluster of 2 separate species, CH3N4Si in total. Source: the Open Molecules 2025 dataset; level of theory: ωB97M-V/def2-TZVPD.

```
9
Properties=species:S:1:pos:R:3:mulliken_charge:R:1
C -1.226 -0.660 -1.505 -0.0841
N -0.472 0.123 -2.204 -0.3782
N -0.893 -0.755 -0.189 -0.5425
N 0.415 0.585 -1.344 -0.4650
N 0.198 0.066 -0.175 0.1421
Si 1.762 0.427 2.058 0.0640
H -2.017 -1.160 -1.971 0.4663
H 0.827 -0.357 2.731 -0.0980
H 1.406 1.731 2.599 -0.1046
```

## Properties
Total charge: -1
Molecular weight in g mol⁻¹: 99.15
HOMO energy in Ha: -0.148

***

Run S
A cluster of 2 separate species, CH3N4Si in total. Source: the Open Molecules 2025 dataset; level of theory: ωB97M-V/def2-TZVPD.

```
9
Properties=species:S:1:pos:R:3:mulliken_charge:R:1
C 1.996 0.384 0.393 0.0550
N 2.082 -0.787 -0.310 -0.4078
N 0.752 0.648 0.745 -0.5373
N 0.820 -1.179 -0.448 -0.3713
N 0.031 -0.386 0.214 0.0691
Si -2.650 -0.467 -0.119 0.0428
H 2.802 1.155 0.606 0.3336
H -3.477 -0.190 -1.337 -0.1096
H -2.356 0.822 0.255 -0.0746
```

## Properties
Total charge: -1
Molecular weight in g mol⁻¹: 99.15
HOMO energy in Ha: -0.145

***

Relative energies, in kJ/mol, with the most stable structure set to zero: run P 183.8; run Q 0.0; run R 111.5; run S 147.3.

***

Run P
A structure of composition C2H3I3O. Source: the Open Molecules 2025 dataset; level of theory: ωB97M-V/def2-TZVPD.

```
9
Properties=species:S:1:pos:R:3:mulliken_charge:R:1
C 0.703 -0.060 -0.230 -0.4292
C -0.283 1.016 -0.637 -0.7465
O 0.493 -0.050 1.701 -0.5395
I 2.763 0.068 -0.538 0.2020
I 0.089 2.941 0.159 0.2001
I -2.323 0.352 -0.396 0.1543
H 0.456 -1.063 -0.331 0.4463
H -0.273 1.175 -1.798 0.4413
H 1.351 -0.158 2.104 0.2710
```

## Properties
Molecular weight in g mol⁻¹: 423.76
HOMO energy in Ha: -0.348

***

Run Q
A cluster of 2 separate species, C2H3I3O in total. Source: the Open Molecules 2025 dataset; level of theory: ωB97M-V/def2-TZVPD.

```
9
Properties=species:S:1:pos:R:3:mulliken_charge:R:1
O 2.154 0.704 -0.600 -0.4693
C 1.037 0.563 0.151 0.1428
C 0.402 -0.579 0.451 -0.7115
I 1.354 -2.422 -0.203 -0.0290
H 2.723 1.453 -0.502 0.3370
H 0.593 1.363 0.746 0.2619
H -0.304 -0.570 1.214 0.4712
I -4.314 0.328 0.501 -0.0157
I -3.645 -0.840 -1.758 0.0125
```

## Properties
Molecular weight in g mol⁻¹: 423.76
SMILES string: O/C=C\I.II
HOMO energy in Ha: -0.321

***

Relative energies, in kJ/mol, with the most stable structure set to zero: run P 157.6; run Q 0.0.

***

Run P
An isolated molecule of C8H14N2O3. Source: the Open Molecules 2025 dataset; level of theory: ωB97M-V/def2-TZVPD.

```
27
Properties=species:S:1:pos:R:3:mulliken_charge:R:1
C 0.462 -1.397 -1.454 -1.2426
C 0.161 -0.142 -0.573 0.9683
C 0.429 1.156 -1.339 -1.8028
C 0.169 -0.229 0.949 1.6413
C 0.644 -1.528 1.544 -1.9500
C 0.682 1.006 1.684 -1.6208
C -1.101 -0.142 0.216 0.0638
C -2.227 1.235 0.274 0.1966
N -2.874 1.246 -0.916 -0.2698
O -2.348 1.896 1.266 -0.5508
N -2.032 -1.211 0.216 1.1257
O -2.620 -1.422 -0.825 -0.6731
O -2.232 -1.975 1.171 -0.6730
H 0.318 -2.305 -0.755 0.2969
H 1.609 -1.289 -1.725 0.3213
H -0.188 -1.429 -2.416 0.2959
H 1.499 1.122 -1.742 0.3812
H 0.369 2.028 -0.741 0.3908
H -0.352 1.204 -2.151 0.3560
H 1.741 -1.793 1.222 0.2569
H -0.152 -2.276 1.327 0.4139
H 0.547 -1.558 2.609 0.5235
H 1.539 0.760 2.416 0.4011
H -0.077 1.331 2.408 0.3356
H 1.064 1.757 0.987 0.2810
H -2.785 0.402 -1.355 0.2449
H -3.682 1.860 -0.980 0.2879
```

## Properties
Molecular weight in g mol⁻¹: 186.21
SMILES string: CC1(C)C(C)(C)C1(C(N)=O)[N+](=O)[O-]
HOMO energy in Ha: -0.362

***

Run Q
An isolated molecule of C8H14N2O3. Source: the Open Molecules 2025 dataset; level of theory: ωB97M-V/def2-TZVPD.

```
27
Properties=species:S:1:pos:R:3:mulliken_charge:R:1
C 2.301 1.219 1.158 -1.1303
C 2.489 0.524 -0.271 0.1115
N 1.245 0.306 -0.961 -0.1612
C 0.262 -0.333 -0.329 0.5827
O 0.497 -1.118 0.663 -0.9037
C -1.129 -0.454 -0.937 -0.2006
C -1.937 0.895 -0.598 -0.7885
C -2.947 0.382 0.553 -0.5506
C -3.272 -0.958 0.141 -0.4703
N -1.854 -1.620 -0.265 -0.6525
C 3.469 -0.667 -0.208 0.3063
O 4.639 -0.522 -0.564 -0.5866
O 2.946 -1.816 0.235 -0.5296
H 3.371 1.114 1.616 0.3214
H 2.141 2.341 0.892 0.3097
H 1.678 0.646 1.792 0.4007
H 2.946 1.396 -0.810 0.4544
H 0.938 0.814 -1.728 0.2785
H -1.055 -0.522 -2.023 0.4399
H -2.380 1.246 -1.511 0.3993
H -1.371 1.822 -0.392 0.3833
H -2.419 0.303 1.465 0.2539
H -3.761 1.090 0.681 0.3790
H -3.838 -1.049 -0.803 0.2980
H -3.726 -1.645 0.939 0.2697
H -1.253 -1.652 0.760 0.3419
H 2.020 -1.740 0.506 0.4438
```

## Properties
Molecular weight in g mol⁻¹: 186.21
SMILES string: C[C@H](NC(=O)[C@@H]1CCCN1)C(=O)O
HOMO energy in Ha: -0.352

***

Relative energies, in kJ/mol, with the most stable structure set to zero: run P 327.3; run Q 0.0.

***

Run P
An isolated molecule of C9H11OP. Source: the Open Molecules 2025 dataset; level of theory: ωB97M-V/def2-TZVPD.

```
22
Properties=species:S:1:pos:R:3:mulliken_charge:R:1
C 1.028 -2.254 0.766 -1.4448
C 0.761 -0.799 0.856 0.5047
C 0.846 -0.070 2.101 -0.7074
C 0.512 1.263 2.139 -0.6853
C -0.183 1.815 1.126 -0.7728
C -0.271 1.156 -0.114 1.0455
C -1.004 1.832 -1.205 -1.1427
C 0.309 -0.069 -0.281 0.6027
C 0.396 -0.695 -1.676 -0.3835
P -0.550 -1.404 -2.768 -0.1328
O -2.180 -1.121 -2.482 -0.4953
H 1.406 -2.357 -0.244 0.3567
H 1.720 -2.633 1.387 0.4807
H 0.152 -2.923 0.833 0.2797
H 1.344 -0.618 2.890 0.3956
H 0.553 1.882 3.082 0.2756
H -0.497 2.896 1.220 0.2245
H -1.419 2.608 -0.527 0.3621
H -0.316 2.158 -1.958 0.2619
H -1.807 1.169 -1.691 0.2713
H 1.492 -0.933 -1.887 0.3555
H -2.290 -0.903 -1.568 0.3479
```

## Properties
Molecular weight in g mol⁻¹: 166.16
SMILES string: Cc1cccc(C)c1/C=P\O
HOMO energy in Ha: -0.324

***

Run Q
An isolated molecule of C9H11OP. Source: the Open Molecules 2025 dataset; level of theory: ωB97M-V/def2-TZVPD.

```
22
Properties=species:S:1:pos:R:3:mulliken_charge:R:1
C 3.831 -0.783 0.054 -0.2742
C 3.798 0.546 0.448 -0.4255
C 2.678 -1.527 -0.253 -0.7979
C 2.602 1.179 0.505 -0.3280
C 1.489 -0.877 -0.286 -0.1818
C 1.415 0.476 0.111 0.6222
C -3.088 0.437 -0.206 -0.1839
C -1.666 0.283 0.200 -0.5571
C -4.395 -0.620 0.004 -0.8747
O -0.089 2.772 -0.197 -0.6503
P -0.129 1.313 -0.075 0.6456
H 4.780 -1.301 -0.089 0.3345
H 4.677 1.102 0.835 0.3226
H 2.865 -2.498 -0.586 0.4073
H 2.557 2.231 0.946 0.2879
H 0.475 -1.361 -0.445 0.1280
H -3.017 0.458 -1.328 0.2339
H -3.578 1.507 -0.011 0.3109
H -1.281 -0.670 0.092 0.1544
H -3.842 -1.441 0.487 0.3062
H -5.178 -0.260 0.712 0.2466
H -4.905 -0.966 -0.916 0.2731
```

## Properties
Molecular weight in g mol⁻¹: 166.16
HOMO energy (alpha / beta) in Ha: -0.285 / -0.285

***

Relative energies, in kJ/mol, with the most stable structure set to zero: run P 0.0; run Q 163.6.